P:
Molecular formula: C27H28N2O6OsSSi
Method: DFT, the ωB97M-V functional and the def2-TZVPD basis

Cartesian coordinates (Å):
C -3.913 -0.257 4.218
C -0.549 -1.794 -3.389
C 0.884 3.023 -2.299
N 1.226 1.741 -2.294
H -2.853 0.216 -2.813
C -1.832 -1.099 3.128
H -1.253 -2.451 -3.909
H -3.621 -3.001 4.061
C -3.358 -1.078 3.045
C 4.180 1.601 -0.874
C 1.707 1.749 -4.589
C 5.892 1.005 0.724
H 2.073 1.238 -5.468
H 0.404 -2.317 -3.311
C 0.139 -1.686 4.437
H -3.507 -3.120 2.303
C 3.199 0.997 -0.088
H -1.436 -0.150 1.227
H 1.011 4.604 -5.758
H 6.930 1.013 1.026
H -3.518 -1.033 0.877
H -3.333 -0.063 -1.141
O 1.314 3.693 -5.836
H -5.004 -0.234 4.174
C 1.666 1.105 -3.374
H -3.672 -1.283 -2.374
S 2.656 -0.967 3.393
O 2.657 -0.988 -3.904
H -3.625 -0.681 5.180
Os 1.202 0.797 -0.537
H 6.250 2.100 -1.086
C 2.176 -0.287 -3.047
C -3.854 -0.458 1.741
H -0.401 -0.918 -4.026
H 0.602 4.786 -3.460
C 0.622 3.543 -0.898
C -2.939 -0.547 -2.035
H -3.515 0.574 1.625
O -0.411 -0.238 -0.858
H 5.235 -0.090 2.444
C 0.883 3.741 -3.471
O 0.197 4.645 -0.691
H -0.432 -3.316 -0.523
H -4.985 -2.508 3.058
H -1.878 -2.697 0.273
H -2.024 -3.654 -1.211
C 3.610 0.394 1.107
C 0.361 -0.610 2.276
H 3.916 2.073 -1.814
C -1.425 -2.895 -0.701
H -3.546 0.770 4.178
H -1.849 -2.074 5.051
C 2.525 -0.184 1.867
C 0.931 -1.143 3.430
C -3.895 -2.514 3.125
C 1.284 3.079 -4.638
C 4.944 0.388 1.516
Si -1.272 -1.342 -1.728
H -4.945 -0.453 1.733
H 0.582 -2.107 5.330
N 1.305 -0.092 1.389
C -1.028 -0.580 2.129
O 0.961 2.665 0.053
C 5.505 1.615 -0.468
C -1.226 -1.659 4.269
O 2.072 -0.589 -1.777

Its net charge is 0. Its LUMO energy (spin up / spin down) is -1.107 / -1.106 eV.

---

Q:
Molecular formula: C27H28N2O6OsSSi
Method: DFT, the ωB97M-V functional and the def2-TZVPD basis

Cartesian coordinates (Å):
H -3.638 -3.898 -0.132
H 2.856 4.924 -2.026
C -1.546 1.884 2.410
O 2.634 -3.377 -2.640
H 3.792 0.813 -2.714
H -0.757 -1.569 0.522
H -0.331 -4.638 2.544
O -1.575 -0.190 -3.008
C 0.916 -1.798 -2.447
H 0.426 6.613 1.213
H -3.054 -5.549 0.128
C -1.062 3.215 2.157
O 1.630 0.879 1.482
H 0.019 2.254 -3.915
H 0.471 -2.162 -3.362
H 4.357 2.243 -3.583
H 2.573 4.769 -3.762
C 0.355 -0.760 -1.737
N 0.920 -0.338 -0.620
C -2.096 -2.675 1.783
H 1.205 4.939 -2.664
C -0.188 3.271 1.053
H -1.120 -5.984 1.707
C -1.285 -5.005 2.162
O -1.172 0.950 -1.113
H -1.958 -5.139 3.010
S -2.676 1.401 3.614
H 1.436 2.258 -4.970
C 2.676 -1.872 -0.765
O 3.487 -0.374 1.696
H -2.072 4.252 3.760
C 2.467 -0.093 1.126
H -3.498 -3.453 3.225
Si 2.099 2.626 -2.606
C 3.826 1.906 -2.689
C -3.235 -1.370 3.499
C 2.038 -0.828 -0.130
H -3.924 -1.316 4.331
C -1.686 -0.313 1.971
H 3.447 -3.680 -2.221
C -2.575 -0.234 3.040
C 0.005 5.650 1.477
C -0.901 0.033 -2.039
H 1.031 4.617 -0.091
C -0.898 -3.943 -0.053
H -3.929 -4.710 1.409
C -3.205 -4.578 0.604
C 2.193 4.488 -2.777
H -1.282 -3.286 -0.838
C 2.095 -2.358 -1.942
C -2.987 -2.569 2.868
C -0.867 5.560 2.563
C -1.405 4.336 2.910
O 1.443 2.212 -1.176
H 3.595 -2.278 -0.362
H 0.085 -3.579 0.257
H -0.762 -4.934 -0.489
C -1.450 -1.535 1.345
H 1.064 0.836 -3.998
H -1.113 6.444 3.137
C 1.059 1.930 -3.998
H 4.413 2.205 -1.818
Os 0.265 1.475 0.174
C -1.868 -4.034 1.126
N -1.111 0.910 1.638
C 0.343 4.527 0.740

Its net charge is 0. Its LUMO energy (spin up / spin down) is -1.352 / -1.347 eV.

---

Stability summary - winner: P; margin: 0.0025 hartree.